{"formula": "C36H43FN8NaO11", "method": "wB97M-V/def2-TZVPD", "homo_lumo_gap_ev": 2.41, "total_charge": -1, "homo_energy_ev": -3.049, "symbols": ["Na", "C", "O", "C", "C", "O", "C", "H", "H", "H", "H", "H", "H", "H", "H", "H", "H", "C", "C", "N", "C", "C", "C", "O", "O", "C", "O", "C", "C", "C", "F", "C", "C", "C", "N", "C", "C", "N", "C", "C", "H", "H", "H", "H", "H", "H", "H", "H", "H", "H", "H", "H", "H", "H", "H", "H", "H", "H", "N", "N", "C", "O", "O", "H", "H", "H", "O", "C", "N", "C", "O", "C", "C", "C", "C", "N", "C", "H", "H", "H", "H", "H", "H", "H", "H", "O", "C", "N", "C", "O", "C", "C", "C", "C", "C", "C", "H", "H", "H", "H"], "coordinates": [[2.064038, -2.050783, 0.008673], [-0.173937, -4.692787, -2.103010], [-0.004584, -4.100385, -0.851663], [-0.757662, -4.685371, 0.167465], [-0.273214, -4.137732, 1.511821], [-0.437620, -2.764647, 1.718776], [-1.758386, -2.324220, 1.816356], [-0.014539, -5.780259, -2.057164], [0.573061, -4.236800, -2.744658], [-1.178323, -4.503165, -2.510064], [-0.594216, -5.777894, 0.202192], [-1.838132, -4.514213, 0.003651], [0.803576, -4.289329, 1.527279], [-0.755699, -4.709737, 2.326284], [-2.315233, -2.872929, 2.596972], [-2.293940, -2.418571, 0.867649], [-1.702554, -1.268809, 2.081077], [0.434349, 2.995420, 5.672056], [1.632317, 3.153581, 4.732623], [1.479018, 2.330867, 3.555757], [2.011553, 1.054909, 3.577202], [1.834300, 0.118353, 2.634122], [2.628705, -1.222503, 2.831149], [2.756516, -1.565540, 4.007337], [3.068251, -1.714644, 1.791797], [0.969357, 0.367923, 1.499057], [0.680577, -0.426709, 0.621970], [0.366401, 1.723479, 1.516848], [-0.523133, 2.051813, 0.492112], [-1.083739, 3.301932, 0.424109], [-1.983112, 3.596765, -0.572995], [-0.764754, 4.281769, 1.358112], [0.080440, 3.949177, 2.414702], [0.652330, 2.674362, 2.522900], [-1.248610, 5.623728, 1.302190], [-2.144067, 6.047023, 2.345087], [-1.959121, 7.553820, 2.531484], [-2.278235, 8.207537, 1.231138], [-1.394997, 7.708583, 0.136419], [-1.593848, 6.195305, 0.028348], [0.547355, 3.611052, 6.561708], [0.346394, 1.956502, 5.976475], [-0.486376, 3.267670, 5.162583], [2.539635, 2.841103, 5.253643], [1.769081, 4.200860, 4.445625], [2.614227, 0.816159, 4.441638], [-0.749431, 1.297307, -0.243787], [0.287523, 4.719136, 3.141637], [-1.888821, 5.528626, 3.268255], [-3.206771, 5.832905, 2.118306], [-0.916050, 7.761774, 2.774427], [-2.608568, 7.955233, 3.312078], [-2.212556, 9.225575, 1.312221], [-3.243687, 7.951864, 0.982928], [-0.359560, 7.922983, 0.402074], [-1.649235, 8.216623, -0.795601], [-0.932784, 5.797065, -0.740866], [-2.633694, 5.985093, -0.280748], [1.646649, -1.772304, -3.663213], [2.042087, -0.433861, -3.812109], [2.563511, 0.323707, -2.675086], [3.070086, 1.400180, -2.996738], [2.364051, -0.188225, -1.570276], [1.220254, -1.853137, -2.740342], [2.455195, -2.414575, -3.654393], [2.592530, -0.296282, -4.652245], [-7.510265, -0.508184, -1.967149], [-7.113265, -0.623352, -3.308435], [-5.698386, -0.446906, -3.491183], [-4.859353, -1.399553, -2.939122], [-5.319566, -2.464803, -2.547122], [-3.451346, -1.018652, -2.812672], [-2.845096, 0.078784, -3.439584], [-1.533496, 0.380466, -3.129679], [-0.862989, -0.408220, -2.196630], [-1.417555, -1.467641, -1.627730], [-2.655468, -1.768148, -1.934616], [-7.061619, -1.217109, -1.482383], [-7.650251, 0.148835, -3.863239], [-7.371856, -1.616167, -3.702451], [-5.347268, 0.497481, -3.508436], [-3.376100, 0.669264, -4.175032], [-1.016308, 1.204510, -3.599355], [0.144568, -0.189403, -1.881067], [-3.086831, -2.641300, -1.458937], [2.752181, -4.781858, 0.620745], [3.407098, -4.599968, -0.388917], [3.046528, -3.869987, -1.463991], [3.942339, -4.018210, -2.447952], [3.864459, -3.578113, -3.592956], [5.080268, -4.882702, -1.968238], [6.248266, -5.295121, -2.566500], [7.109744, -6.087456, -1.816733], [6.783350, -6.458134, -0.522797], [5.589811, -6.053734, 0.068369], [4.747232, -5.253639, -0.671311], [6.480341, -5.007659, -3.582539], [8.043595, -6.420854, -2.251740], [7.470512, -7.081045, 0.032906], [5.332542, -6.353773, 1.073120]], "forces_ev_per_angstrom": [[-0.12, -0.34, -1.17], [0.01, 0.04, -0.15], [0.04, 0.07, 0.43], [-0.05, 0.13, 0.36], [0.02, -0.50, -0.24], [-0.06, 0.26, 0.03], [0.01, -0.03, 0.00], [0.04, 0.05, 0.00], [0.02, -0.08, -0.21], [-0.01, -0.01, 0.01], [-0.04, 0.11, -0.06], [0.07, -0.04, 0.02], [0.04, -0.21, 0.17], [0.05, 0.04, -0.11], [0.08, 0.06, -0.06], [-0.06, 0.02, -0.03], [-0.13, 0.04, 0.01], [0.21, 0.07, -0.13], [-0.24, 0.16, 0.35], [0.28, -0.23, -0.08], [-0.13, 0.04, -0.14], [0.46, -0.67, 0.07], [-0.47, 0.85, 0.29], [0.14, -0.13, 0.65], [0.51, -0.26, -0.09], [0.03, -0.11, 0.15], [-0.29, 0.55, 0.29], [-0.43, 0.43, -0.24], [0.21, 0.21, 0.18], [-0.10, -0.05, -0.13], [0.24, -0.04, 0.31], [0.27, -0.26, 0.37], [-0.26, 0.03, -0.34], [-0.31, -0.01, -0.33], [-0.20, -0.20, -0.08], [0.15, 0.25, 0.10], [-0.02, -0.64, 0.68], [-0.21, 0.37, -0.06], [0.38, -0.57, -0.68], [0.18, 0.28, -0.05], [0.00, 0.08, 0.09], [0.00, -0.12, 0.06], [-0.15, 0.07, -0.03], [-0.02, 0.02, -0.18], [0.07, -0.10, 0.02], [0.05, -0.06, 0.08], [-0.01, -0.14, -0.13], [0.14, 0.07, 0.05], [-0.07, 0.10, 0.01], [0.04, -0.03, 0.00], [-0.10, 0.10, -0.11], [-0.03, 0.07, -0.20], [-0.14, -0.18, -0.05], [0.15, 0.26, 0.07], [-0.12, 0.10, 0.08], [-0.11, 0.06, 0.17], [-0.07, 0.10, -0.01], [0.08, -0.03, 0.00], [-0.26, -1.11, -0.03], [0.22, 1.03, 0.20], [-0.19, -0.93, -2.02], [0.48, 1.07, 0.08], [-0.33, -0.42, 1.57], [0.19, 0.05, -0.26], [-0.35, 0.50, 0.21], [-0.25, 0.06, 0.25], [-0.09, 0.01, 0.41], [-0.04, -0.36, -0.37], [0.20, 0.03, 0.01], [-0.75, 0.01, -0.19], [0.10, 0.22, 0.00], [0.96, 0.02, 0.21], [-0.10, -0.29, 0.20], [-0.01, 0.02, -0.02], [-0.11, 0.20, -0.20], [0.34, -0.15, 0.40], [-0.81, 0.05, -0.38], [-0.10, 0.03, -0.14], [0.10, -0.09, 0.04], [0.01, 0.27, 0.05], [-0.06, -0.05, 0.04], [-0.04, 0.05, -0.05], [0.06, -0.01, -0.03], [0.39, 0.15, -0.04], [-0.06, -0.04, 0.02], [-0.04, 0.02, 0.50], [0.32, -0.66, -0.20], [-0.86, 0.68, 0.17], [0.31, -0.02, -0.64], [0.40, -0.19, 0.03], [-0.03, -0.15, 0.41], [-0.11, 0.10, -0.10], [0.11, -0.04, -0.14], [0.09, -0.16, 0.14], [-0.17, 0.05, 0.04], [0.36, 0.04, -0.32], [0.01, 0.05, -0.06], [0.05, -0.03, 0.02], [0.06, -0.05, 0.08], [-0.03, 0.01, 0.12]], "mulliken_charge": [0.677, -0.950, 0.557, -0.720, -0.671, 0.001, -0.514, 0.331, 0.222, 0.204, 0.493, 0.273, 0.100, 0.447, 0.375, -0.037, 0.110, -1.004, -0.964, 0.048, 0.157, -0.422, 0.036, -0.805, -0.781, 0.828, 0.126, 0.291, -0.620, 0.570, -0.400, -1.086, -0.941, 0.383, 0.349, -0.546, -0.686, -0.112, -0.963, -0.641, 0.403, 0.318, 0.270, 0.493, 0.367, 0.526, 0.639, 0.485, 0.383, 0.176, 0.382, 0.380, 0.354, 0.401, 0.371, 0.420, 0.511, 0.381, -0.534, -0.314, 0.452, -0.889, -0.485, 0.066, 0.526, 0.293, -0.564, -0.411, -0.185, 0.268, -0.696, 0.016, -0.681, -1.557, -0.773, 0.602, -0.179, 0.365, 0.344, 0.313, 0.260, 0.509, 0.581, 1.195, 0.475, -0.692, 0.245, 0.258, 0.118, -0.914, -0.143, -0.205, -0.473, -0.456, -0.346, -0.049, 0.467, 0.363, 0.381, 0.471]}